A cluster of 37 separate species, H74O37 in total in a non-equilibrium geometry, computed with the ωB97M-V functional and the def2-TZVPD basis.

For the HOMO energy, the calculation gives -9.283 eV. For the HOMO-LUMO gap, the calculation gives 8.73 eV. The total charge is 0. Its lowest unoccupied orbital energy is -0.55 eV. The energy above the lowest of the compared OMol25 structures with the same formula, charge and spin comes out at 239.48 kJ/mol.

XYZ file:
```
111
H74O37 | the Open Molecules 2025 dataset | the ωB97M-V functional and the def2-TZVPD basis
O -3.9837 -2.8069 -0.9467
H -4.5818 -2.2169 -0.4879
H -4.2892 -3.6845 -0.7172
O -0.3560 0.6615 3.1264
H -0.0872 0.2273 2.3168
H -1.0598 1.2527 2.8594
O 0.3244 4.6537 2.1694
H 0.7725 5.4559 1.9012
H -0.6066 4.8699 2.1173
O 4.8164 1.4632 -0.2944
H 4.9648 2.3768 -0.5384
H 4.9440 0.9739 -1.1071
O -5.2780 -0.9870 0.8332
H -4.7699 -0.6757 1.5823
H -6.1907 -0.8782 1.1003
O 3.2365 -2.2912 -0.9039
H 3.2692 -3.2040 -1.1902
H 2.7618 -1.8381 -1.6006
O 2.0048 2.8402 0.3095
H 1.6968 2.9188 1.2124
H 2.4577 1.9973 0.2829
O -2.6732 -2.7127 2.8406
H -3.0727 -1.8555 2.6928
H -3.4143 -3.3019 2.9810
O -4.7994 -1.6927 -3.4504
H -4.1931 -2.0670 -2.8112
H -5.6659 -1.9618 -3.1455
O -4.9812 2.6272 0.1260
H -5.8873 2.8182 -0.1164
H -4.7188 1.9204 -0.4638
O 0.7995 -3.6403 -3.2546
H 0.2999 -3.4398 -2.4632
H 1.5167 -4.1968 -2.9512
O 1.0265 -3.4473 1.0324
H 1.2168 -3.3934 1.9689
H 1.8466 -3.1984 0.6061
O 2.3881 1.6812 -2.9047
H 3.2525 1.2885 -3.0264
H 2.5493 2.4527 -2.3616
O -0.9705 -2.8994 -1.0538
H -0.3414 -2.9609 -0.3349
H -1.7939 -2.6543 -0.6318
O -0.0662 0.2251 0.4365
H 0.7705 -0.2133 0.2818
H -0.5886 0.0262 -0.3406
O 0.5170 2.0206 -5.0303
H -0.1075 1.3096 -4.8867
H 0.8744 2.2053 -4.1617
O 1.4026 -0.9030 -2.3142
H 1.5237 -1.2259 -3.2071
H 1.6626 0.0173 -2.3545
O -1.6189 5.0043 -2.0244
H -1.2839 4.2017 -1.6245
H -2.4842 5.1242 -1.6332
O -0.9492 -2.7542 4.8061
H -1.5060 -2.7392 4.0276
H -0.0799 -2.5159 4.4840
O 6.0494 -1.2030 -0.9844
H 5.2044 -1.6445 -1.0698
H 6.4739 -1.3310 -1.8328
O -2.3568 1.9755 2.1922
H -1.8658 2.2303 1.4111
H -2.9766 2.6918 2.3304
O 4.9007 0.8568 2.5845
H 4.8223 1.0466 1.6496
H 5.7213 1.2744 2.8462
O 1.3201 -0.4195 5.2371
H 2.0826 0.1340 5.0683
H 0.6309 -0.0541 4.6824
O 0.4782 -1.1192 -4.9971
H 0.8467 -1.9085 -5.3938
H -0.4551 -1.3104 -4.9044
O 1.8348 -3.3025 3.6959
H 2.5114 -2.6273 3.6453
H 2.2280 -3.9970 4.2244
O 2.5525 -0.4228 1.0253
H 2.9233 -0.8457 0.2509
H 3.0991 -0.7269 1.7498
O 4.3710 -1.5751 3.4897
H 5.0671 -2.0731 3.0610
H 4.5397 -0.6657 3.2430
O 1.3136 2.8622 3.9554
H 1.1463 3.5902 3.3568
H 0.8783 2.1127 3.5493
O -3.4995 2.1662 -3.1869
H -3.3883 1.4683 -3.8326
H -3.4396 1.7222 -2.3410
O 3.3496 4.1269 -1.6317
H 2.8052 3.7811 -0.9244
H 4.0864 4.5443 -1.1854
O -0.9605 2.5865 -1.0635
H -0.2532 2.4049 -0.4448
H -1.0492 1.7793 -1.5703
O 3.5747 1.3522 4.7630
H 3.0903 2.1628 4.6065
H 3.9141 1.1055 3.9026
O -2.5401 -3.9506 -3.2608
H -2.7426 -4.8835 -3.1914
H -2.2529 -3.7014 -2.3824
O -3.6716 0.3951 -0.7825
H -4.3100 -0.0443 -0.2207
H -2.9126 -0.1880 -0.7852
O -1.1421 0.0304 -2.2453
H -0.2912 -0.3462 -2.4695
H -1.6621 -0.0590 -3.0439
O -3.8831 -0.1918 3.0218
H -3.2868 0.5354 2.8435
H -4.1286 -0.0811 3.9404
O -2.8126 0.0565 -4.6163
H -2.9242 -0.1399 -5.5464
H -3.5077 -0.4376 -4.1816
```

Here are the Löwdin charges for atoms 1 to 99, given in e:
1 O -0.037
2 H 0.007
3 H 0.073
4 O -0.048
5 H 0.017
6 H -0.022
7 O -0.019
8 H 0.071
9 H 0.064
10 O -0.031
11 H 0.044
12 H 0.031
13 O -0.036
14 H 0.006
15 H 0.084
16 O -0.046
17 H 0.071
18 H 0.007
19 O -0.023
20 H 0.034
21 H 0.024
22 O -0.028
23 H 0.002
24 H 0.063
25 O -0.044
26 H -0.008
27 H 0.050
28 O -0.048
29 H 0.036
30 H -0.018
31 O -0.033
32 H -0.007
33 H 0.035
34 O -0.038
35 H -0.005
36 H 0.002
37 O -0.019
38 H 0.062
39 H 0.016
40 O -0.047
41 H 0.013
42 H 0.023
43 O -0.029
44 H 0.010
45 H 0.006
46 O -0.048
47 H -0.004
48 H -0.007
49 O -0.050
50 H 0.035
51 H 0.025
52 O -0.072
53 H -0.045
54 H 0.018
55 O -0.075
56 H -0.053
57 H -0.020
58 O -0.041
59 H -0.012
60 H 0.041
61 O -0.019
62 H 0.059
63 H 0.087
64 O -0.033
65 H 0.031
66 H 0.098
67 O -0.053
68 H -0.022
69 H -0.018
70 O -0.027
71 H 0.052
72 H 0.036
73 O -0.032
74 H 0.012
75 H 0.070
76 O -0.016
77 H 0.003
78 H 0.027
79 O -0.032
80 H 0.054
81 H -0.030
82 O -0.047
83 H -0.021
84 H -0.005
85 O -0.048
86 H -0.031
87 H -0.024
88 O -0.044
89 H -0.024
90 H 0.046
91 O -0.036
92 H 0.012
93 H 0.001
94 O -0.056
95 H 0.010
96 H -0.035
97 O -0.042
98 H 0.042
99 H -0.024